1.
A cluster of 2 separate species, C2H5BrClN in total. Source: OMol25; level of theory: the ωB97M-V functional and the def2-TZVPD basis.

CARTESIAN COORDINATES (ANGSTROEM)
C  0.43324  -0.50288  0.00064
C  -1.06336  1.40003  -0.31751
N  0.04189  0.69823  -0.58754
Cl  -1.19264  3.01593  -0.83282
Br  -0.32765  1.89620  2.61744
H  0.73186  -0.22960  1.01248
H  -0.55282  -1.21577  0.04163
H  1.16996  -1.26095  -0.46036
H  -1.99031  1.05472  -0.12625
H  0.79768  1.30174  -0.97380

## Properties
Electronic energy = -86208.2002 eV
Spin multiplicity = 1
ΔE to the lowest compared entry with this formula, charge and spin = 217.0 kJ/mol
Highest occupied orbital energy = -8.11 eV
Gap between HOMO and LUMO = 6.90 eV
Molar mass = 158.4 g mol⁻¹



2.
A cluster of 2 separate species, C2H5BrClN in total. Source: OMol25; level of theory: the ωB97M-V functional and the def2-TZVPD basis.

CARTESIAN COORDINATES (ANGSTROEM)
C  0.75831  1.00713  -0.44156
C  0.86376  -0.51860  2.18389
N  -0.14033  0.33947  0.35929
Cl  2.12244  0.55933  2.61042
Br  1.22270  -2.18010  1.63453
H  1.69538  0.49151  -0.29859
H  0.39071  0.91793  -1.44511
H  0.98241  2.14238  -0.18091
H  0.15337  -0.34909  3.00349
H  -0.75241  0.76158  1.03251

## Properties
Electronic energy = -86206.2744 eV
Spin multiplicity = 1
ΔE to the lowest compared entry with this formula, charge and spin = 402.8 kJ/mol
Highest occupied orbital energy (spin up / spin down) = -8.58 / -9.02 eV
Gap between HOMO and LUMO (spin up / spin down) = 8.61 / 8.89 eV
Molar mass = 158.4 g mol⁻¹



3.
A cluster of 2 separate species, C2H5BrClN in total. Source: OMol25; level of theory: the ωB97M-V functional and the def2-TZVPD basis.

CARTESIAN COORDINATES (ANGSTROEM)
C  1.65565  -0.93015  -0.32319
C  -1.94997  -0.03123  0.08661
N  1.85631  0.25652  -0.29806
Cl  3.54832  1.08063  0.39358
Br  -3.66332  0.78282  0.27668
H  2.39130  -1.60525  0.15822
H  -2.22045  -1.09026  0.11814
H  -1.37286  0.34406  -0.78989
H  -1.36949  0.17614  0.88663
H  1.12450  1.01672  -0.50873

## Properties
Electronic energy = -86206.5209 eV
Spin multiplicity = 1
ΔE to the lowest compared entry with this formula, charge and spin = 379.1 kJ/mol
Highest occupied orbital energy (spin up / spin down) = -9.49 / -9.49 eV
Gap between HOMO and LUMO (spin up / spin down) = 8.66 / 8.66 eV
Molar mass = 158.4 g mol⁻¹